114
Properties=species:S:1:pos:R:3 method="wB97M-V/def2-TZVPD" e_lumo_ev="-4.2653 / -6.8758" homo_lumo_gap_ha="0.2875 / 0.2209" e_tot_ev=-110000.86298 multiplicity=5 charge=+2 e_homo_ev="-12.09 / -12.89"
Pd 0.19 -0.02 -0.53
S -1.96 -1.05 -0.77
S -2.90 -3.80 -1.07
P -0.57 3.47 1.28
P 0.85 1.98 2.88
O 0.93 -1.71 0.76
N -2.98 -0.90 -3.15
N 0.41 -2.03 -2.25
N 0.25 -1.49 -5.83
N 2.15 -2.74 -5.20
N -0.52 -3.01 -1.90
C -1.38 -3.31 3.22
C -0.74 1.34 3.50
C -1.75 7.87 0.76
C 3.22 0.71 2.29
C -1.17 5.75 -0.23
C 1.32 3.14 -0.73
C -1.98 -5.01 -0.14
C 4.21 -0.25 2.44
C 1.80 2.71 -1.95
C -1.06 5.19 1.02
C 2.00 0.59 2.96
C 1.87 5.77 5.29
C -1.65 7.30 2.03
C -1.71 -3.49 1.87
C 2.47 5.53 4.06
C -1.29 5.97 2.15
C -4.38 0.57 -4.32
C -1.31 -5.78 2.10
C -0.26 -2.58 -6.42
C 1.78 -3.24 -0.78
C 2.55 -5.29 0.12
C 1.42 -2.85 0.57
C -2.55 -1.43 -4.24
C -2.65 -1.73 -6.76
C 0.38 -3.81 -6.40
C -2.07 2.59 1.77
C -0.02 2.89 -0.37
C -1.57 -2.44 -7.10
C 1.41 -1.63 -5.31
C 1.58 -2.18 -1.77
C 1.72 -0.54 3.69
C 2.27 -4.97 1.48
C -3.86 0.09 -3.16
C 1.02 4.81 5.81
C -1.54 7.08 -0.37
C 1.03 1.90 -2.78
C 0.76 3.64 5.13
C -1.98 2.25 3.29
C -3.05 -1.03 -5.52
C 1.62 -3.85 -5.73
C 1.65 -3.78 1.71
C 3.96 -1.33 3.29
C 2.33 -4.46 -0.99
C -1.57 -2.66 -1.30
C 1.33 3.42 3.88
C -0.29 1.59 -2.41
C 2.19 4.36 3.33
C -0.82 2.11 -1.20
C -1.13 -4.41 4.03
C 2.74 -1.46 3.92
C -1.64 -4.70 1.29
C -3.92 0.06 -5.52
C 2.73 -1.29 -2.09
C -1.12 -5.67 3.45
H 1.78 -0.75 -4.80
H 3.09 6.26 3.63
H -2.11 1.65 1.23
H 0.53 5.00 6.76
H -0.92 0.95 -3.04
H 2.23 -4.75 -5.62
H 0.13 2.92 5.56
H -4.18 0.50 -2.23
H -5.06 1.41 -4.31
H -1.85 7.88 2.95
H -2.13 -2.63 1.33
H -1.03 -6.56 4.07
H 2.50 -2.30 4.55
H 3.45 1.59 1.69
H -1.60 7.59 -1.34
H -1.51 -2.31 3.64
H -2.98 3.13 1.49
H -2.85 1.69 3.57
H -1.96 3.16 3.90
H 2.40 -0.34 -2.55
H -1.66 -2.94 -8.04
H 3.20 -1.03 -1.16
H 2.88 2.91 -2.28
H 2.51 -5.69 2.27
H 2.70 4.24 2.40
H -2.60 -5.90 -0.21
H 0.80 -0.71 4.22
H 1.92 6.73 5.82
H 5.25 -0.16 2.02
H 1.31 -3.45 2.64
H -1.79 -2.23 -4.19
H -3.40 -1.70 -7.58
H 4.74 -2.05 3.41
H 1.99 3.77 -0.12
H -1.98 8.92 0.55
H 3.49 -1.77 -2.70
H -1.84 1.97 -0.99
H -1.06 -5.25 -0.72
H 2.61 -4.82 -1.99
H -1.03 5.60 3.16
H 1.49 1.54 -3.68
H -1.03 5.18 -1.16
H -0.87 0.45 2.84
H -0.64 1.01 4.54
H -0.06 -4.66 -6.87
H -1.29 -6.75 1.64
H -4.32 0.51 -6.40
H -0.94 -4.33 5.12
H 2.95 -6.26 -0.08

118
Properties=species:S:1:pos:R:3 method="wB97M-V/def2-TZVPD" e_lumo_ev=-5.6754 homo_lumo_gap_ha=0.1509 e_tot_ev=-243228.08283 e_above_lowest_kj_mol=15.8 charge=+1 e_homo_ev=-9.78
Sn 0.29 -0.61 2.54
Br 3.38 -4.58 -1.24
As -2.58 4.34 -3.13
Cl -2.87 0.22 9.53
Cl -0.41 3.29 5.84
P -1.18 0.92 -0.22
F 6.36 -2.57 -3.10
O -0.33 0.77 4.30
O -0.12 -1.99 4.29
O 4.14 -0.91 4.01
O 2.42 -0.96 2.56
N -0.45 -2.70 0.99
N 0.36 -2.22 -1.08
N -0.68 -4.29 -0.75
C 1.11 3.24 -5.00
C -1.52 2.69 1.83
C 0.18 3.92 -4.22
C -3.92 -2.05 -0.96
C -2.07 0.36 8.00
C 0.72 -2.50 -2.46
C -1.02 6.75 -2.95
C -0.26 -3.10 -0.23
C -2.60 2.91 -1.75
C 0.72 2.15 -5.78
C -1.23 -5.30 0.14
C 3.71 -0.35 -1.01
C -1.22 2.36 -1.41
C -3.96 -2.10 -2.35
C 5.51 -1.87 -2.43
C -3.57 1.57 1.26
C -1.02 1.75 6.34
C -0.26 -4.72 -2.07
C 4.36 -1.42 -3.09
C -0.81 0.63 5.47
C -2.33 -0.34 -2.45
C -1.16 3.53 -4.23
C -1.59 5.72 -2.19
C -2.22 3.52 2.70
C -4.25 2.37 2.16
C 4.89 -0.87 -0.37
C -2.02 -4.63 1.25
C -2.20 1.73 1.08
C -0.24 -3.53 -3.02
C -0.74 -1.85 5.37
C 2.85 0.41 -0.30
C -3.08 -1.15 -0.32
C -0.37 7.81 -2.33
C 3.58 -2.98 1.09
C -2.31 -0.25 -1.05
C 4.23 -2.46 2.21
C -0.61 1.76 -5.79
C 5.79 -1.61 -1.08
C -1.55 5.81 -0.80
C 5.50 -2.89 2.55
C -1.79 -0.75 7.27
C -3.58 3.35 2.88
C -3.15 -1.26 -3.09
C 6.14 -3.84 1.76
C 4.25 -3.91 0.31
C -0.32 7.87 -0.94
C 5.52 -4.36 0.63
C -1.65 1.62 7.54
C 3.57 -1.37 3.04
C -1.55 2.45 -5.02
C 3.47 -0.66 -2.39
C -1.14 -3.60 1.93
C -1.14 -0.65 6.02
C -0.91 6.87 -0.18
H 4.20 -1.68 -4.12
H 0.74 -5.17 -2.03
H 2.15 3.55 -4.99
H -1.69 4.28 3.25
H 1.95 0.83 -0.75
H 0.65 -1.57 -3.03
H -0.45 2.82 1.70
H -1.08 6.71 -4.03
H -4.12 0.84 0.67
H 5.06 -0.66 0.68
H -3.08 3.32 -0.87
H -0.42 -5.91 0.57
H -0.96 -5.48 -2.42
H -0.89 6.93 0.90
H 0.07 -3.84 -4.01
H -3.26 2.13 -2.14
H 6.02 -5.09 0.01
H -3.01 -1.15 0.77
H -1.86 -5.96 -0.45
H -5.32 2.23 2.30
H 0.08 8.59 -2.92
H -0.61 3.15 -0.96
H 2.58 -0.27 -2.86
H 1.45 1.63 -6.38
H -3.16 -1.30 -4.17
H 6.70 -1.99 -0.64
H -4.56 -2.71 -0.38
H -0.70 2.04 -2.31
H 3.03 0.62 0.75
H 7.13 -4.19 2.03
H -2.02 5.04 -0.19
H 0.50 4.75 -3.61
H -0.93 0.92 -6.40
H -0.39 -4.11 2.55
H 0.82 -1.47 -0.61
H -2.06 -1.73 7.65
H -2.35 -5.38 1.97
H -4.12 3.98 3.57
H 1.75 -2.88 -2.53
H 5.97 -2.47 3.43
H -1.73 -2.99 2.60
H 0.17 8.70 -0.45
H -1.24 -3.10 -3.08
H -1.82 2.50 8.16
H -2.59 2.15 -5.04
H 2.58 -2.66 0.85
H -1.72 0.32 -3.05
H -2.90 -4.15 0.82
H -0.98 -2.77 5.93
H -4.62 -2.80 -2.84